Computed, not measured: a structure of composition C5H4EuN2O4S, with ωB97M-V with the def2-TZVPD basis set.

ORCA input file:
```
! RIJCOSX wB97M-V def2-TZVPD def2/J DEFGRID3
* xyz 3 7
O 0.226 -1.036 -4.138
C 0.323 -1.299 -3.015
Eu -0.414 -1.849 -0.207
O 5.536 -1.240 -1.254
C 4.425 -1.378 -1.062
C -1.000 -4.046 -0.436
O -1.635 -4.962 -0.457
C 1.318 -2.102 2.175
O 1.649 -2.184 3.278
N -1.735 2.788 -0.379
C -1.058 2.076 0.514
N -1.346 2.454 1.791
S 0.130 0.952 0.126
H -2.178 3.704 -0.096
H -1.586 2.700 -1.392
H -0.855 2.056 2.599
H -1.799 3.366 1.953
*
```

Summary:
- molecular weight (g/mol) = 340.13
- <S²> = 12.021
- ΔE to the lowest compared entry with this formula, charge and spin (kJ/mol) = 65.5
- HOMO energy (spin up / spin down) (eV) = -20.770 / -20.828
- orbital gap (spin up / spin down) (eV) = 3.24 / 6.54

Computed, not measured: an isolated molecule of C5H4F2, with ωB97M-V with the def2-TZVPD basis set.

ORCA input file:
```
! RIJCOSX wB97M-V def2-TZVPD def2/J DEFGRID3
* xyz 0 1
C -1.678 1.784 0.236
C -1.342 0.652 0.199
C -0.625 -0.815 -0.158
F -0.793 -1.502 1.014
F -1.376 -1.397 -1.065
C 0.847 -0.479 -0.554
C 1.740 -0.384 0.338
H -1.766 2.818 0.214
H 0.917 -0.094 -1.608
H 2.705 0.081 0.103
H 1.372 -0.665 1.281
*
```

Summary:
- molecular weight (g/mol) = 102.08
- ΔE to the lowest compared entry with this formula, charge and spin (kJ/mol) = 250.9
- HOMO energy (eV) = -10.531
- orbital gap (eV) = 11.36

Computed, not measured: an isolated molecule of C5H4F2S, with ωB97M-V with the def2-TZVPD basis set.

ORCA input file:
```
! RIJCOSX wB97M-V def2-TZVPD def2/J DEFGRID3
* xyz 0 1
F 3.212 -0.412 -0.001
C 2.186 0.464 -0.004
C 0.933 0.044 0.001
S 0.389 -1.642 -0.004
C -1.379 -1.175 -0.002
C -1.430 0.338 -0.002
C -0.233 0.927 -0.002
F -0.027 2.237 -0.002
H 2.477 1.493 0.008
H -1.884 -1.596 0.892
H -1.872 -1.552 -0.891
H -2.372 0.873 0.008
*
```

Summary:
- molecular weight (g/mol) = 134.15
- ΔE to the lowest compared entry with this formula, charge and spin (kJ/mol) = 15.5
- HOMO energy (eV) = -8.363
- orbital gap (eV) = 9.15

Computed, not measured: an isolated molecule of C5H4FN, with ωB97M-V with the def2-TZVPD basis set.

ORCA input file:
```
! RIJCOSX wB97M-V def2-TZVPD def2/J DEFGRID3
* xyz 0 1
C 0.948 2.051 -0.116
C 1.458 0.788 0.113
C 0.617 -0.518 0.015
F 1.677 -1.465 -0.050
C -0.713 -1.025 -0.008
C -1.928 -0.138 0.082
N -2.950 0.424 0.050
H 1.742 2.843 -0.092
H -0.016 2.016 -0.588
H 2.446 0.563 0.800
H -0.910 -2.150 -0.537
*
```

Summary:
- molecular weight (g/mol) = 97.09
- ΔE to the lowest compared entry with this formula, charge and spin (kJ/mol) = 339.3
- HOMO energy (eV) = -9.900
- orbital gap (eV) = 9.25

Computed, not measured: an isolated molecule of C5H4FN, with ωB97M-V with the def2-TZVPD basis set.

ORCA input file:
```
! RIJCOSX wB97M-V def2-TZVPD def2/J DEFGRID3
* xyz 0 3
C 0.493 -0.363 -1.396
C 0.123 0.533 0.861
C 1.323 0.756 0.288
C -0.945 -0.424 0.352
C -0.750 -0.751 -1.174
N 1.549 -0.003 -0.865
F 2.308 1.490 0.771
H 0.080 0.876 1.818
H -0.950 -1.316 0.899
H -1.835 0.242 0.418
H -1.398 -1.041 -1.973
*
```

Summary:
- molecular weight (g/mol) = 97.09
- <S²> = 2.024
- ΔE to the lowest compared entry with this formula, charge and spin (kJ/mol) = 0.0
- HOMO energy (spin up / spin down) (eV) = -6.826 / -9.501
- orbital gap (spin up / spin down) (eV) = 7.72 / 7.82

Computed, not measured: a structure of composition C5H4LiNaO7, with ωB97M-V with the def2-TZVPD basis set.

ORCA input file:
```
! RIJCOSX wB97M-V def2-TZVPD def2/J DEFGRID3
* xyz -1 2
O 1.044 -2.161 -0.060
C 0.050 -3.063 -0.480
C -0.539 -2.416 -1.752
O 0.369 -1.392 -2.059
C 0.940 -0.920 -0.813
H 0.513 -4.039 -0.686
H -0.720 -3.201 0.297
H -1.548 -2.009 -1.562
H -0.599 -3.112 -2.598
Na -1.722 2.141 1.231
O -0.282 -0.015 1.158
O 2.068 -0.322 -0.961
O -0.771 0.869 -0.805
C -0.095 0.076 -0.089
C 0.794 4.366 1.833
O 1.400 5.297 2.355
O -0.437 4.126 1.899
Li -0.466 5.777 3.092
*
```

Summary:
- molecular weight (g/mol) = 206.01
- <S²> = 0.755
- ΔE to the lowest compared entry with this formula, charge and spin (kJ/mol) = 81.9
- HOMO energy (spin up / spin down) (eV) = -2.183 / -2.139
- orbital gap (spin up / spin down) (eV) = 2.46 / 2.17

Computed, not measured: a structure of composition C5H4LiO7Y, with ωB97M-V with the def2-TZVPD basis set.

ORCA input file:
```
! RIJCOSX wB97M-V def2-TZVPD def2/J DEFGRID3
* xyz 1 2
O 0.018 -0.357 1.936
C -0.489 0.779 1.695
O -0.108 1.890 2.071
O 0.297 1.433 -0.917
O 2.147 0.605 -1.936
C 2.744 -0.671 -2.071
C 1.565 -1.625 -1.914
O 0.699 -0.912 -1.034
C 1.199 0.557 -0.934
H 3.221 -0.737 -3.056
H 3.500 -0.827 -1.284
H 1.858 -2.591 -1.485
H 1.042 -1.793 -2.865
Y -0.609 -1.666 0.513
Li -0.534 2.716 0.218
O -2.149 -0.414 0.363
O -2.379 1.805 0.542
C -1.830 0.733 0.802
*
```

Summary:
- molecular weight (g/mol) = 271.93
- <S²> = 0.753
- HOMO energy (spin up / spin down) (eV) = -10.521 / -13.976
- orbital gap (spin up / spin down) (eV) = 4.96 / 8.35

Computed, not measured: a structure of composition C5H4N, with ωB97M-V with the def2-TZVPD basis set.

ORCA input file:
```
! RIJCOSX wB97M-V def2-TZVPD def2/J DEFGRID3
* xyz 1 1
C -3.472 -0.833 0.264
C -2.200 -0.559 0.054
C -1.408 1.233 -0.303
C -3.210 0.567 0.124
C 0.301 -0.574 0.109
N -0.969 0.091 -0.041
H -1.205 2.326 -0.467
H 0.719 -1.156 -0.839
H 1.066 0.057 0.410
H 0.043 -1.322 0.900
*
```

Summary:
- molecular weight (g/mol) = 78.09
- ΔE to the lowest compared entry with this formula, charge and spin (kJ/mol) = 616.1
- HOMO energy (spin up / spin down) (eV) = -14.419 / -14.421
- orbital gap (spin up / spin down) (eV) = 7.44 / 7.44

Computed, not measured: the ion C5H4N with charge +1, with ωB97M-V with the def2-TZVPD basis set.

ORCA input file:
```
! RIJCOSX wB97M-V def2-TZVPD def2/J DEFGRID3
* xyz 1 1
C 2.242 1.473 2.314
C 1.676 0.425 1.737
C 1.878 2.667 2.407
C -0.035 0.622 -0.103
C -0.065 -0.770 0.243
N 0.954 0.114 0.780
H -0.704 1.329 0.381
H 0.539 1.217 -0.922
H -0.721 -1.009 1.020
H 0.165 -1.550 -0.571
*
```

Summary:
- molecular weight (g/mol) = 78.09
- ΔE to the lowest compared entry with this formula, charge and spin (kJ/mol) = 452.3
- HOMO energy (spin up / spin down) (eV) = -16.109 / -16.111
- orbital gap (spin up / spin down) (eV) = 8.43 / 8.43

Computed, not measured: the ion C5H4N with charge +1, with ωB97M-V with the def2-TZVPD basis set.

ORCA input file:
```
! RIJCOSX wB97M-V def2-TZVPD def2/J DEFGRID3
* xyz 1 1
C 0.017 -1.068 0.048
C -1.141 -0.639 0.181
C 1.161 0.662 -0.028
C 1.425 -0.730 0.018
C -1.623 0.586 -0.061
N 0.694 1.692 0.064
H 2.206 -1.116 0.768
H 1.616 -0.960 -1.117
H -2.198 0.944 -0.970
H -1.782 1.332 0.688
*
```

Summary:
- molecular weight (g/mol) = 78.09
- ΔE to the lowest compared entry with this formula, charge and spin (kJ/mol) = 242.8
- HOMO energy (eV) = -16.521
- orbital gap (eV) = 8.61

Computed, not measured: a cluster of 2 separate species, C5H4N in total, with ωB97M-V with the def2-TZVPD basis set.

ORCA input file:
```
! RIJCOSX wB97M-V def2-TZVPD def2/J DEFGRID3
* xyz 1 1
C -0.301 -0.806 1.182
C 0.334 -1.729 1.838
C 1.970 1.973 -1.094
C 1.023 1.389 -0.762
C -1.073 -1.167 -0.065
N -0.821 0.091 0.348
H 2.828 2.649 -1.518
H -0.520 -1.701 -0.751
H -2.060 -1.594 0.069
H -1.382 0.895 0.753
*
```

Summary:
- molecular weight (g/mol) = 78.09
- ΔE to the lowest compared entry with this formula, charge and spin (kJ/mol) = 935.4
- HOMO energy (spin up / spin down) (eV) = -15.385 / -14.961
- orbital gap (spin up / spin down) (eV) = 6.26 / 7.84

Computed, not measured: a cluster of 2 separate species, C5H4N in total, with ωB97M-V with the def2-TZVPD basis set.

ORCA input file:
```
! RIJCOSX wB97M-V def2-TZVPD def2/J DEFGRID3
* xyz 1 3
C 2.146 0.100 -0.258
C 1.231 0.945 0.170
C 0.142 -1.329 0.080
C 1.343 -0.842 0.229
C -0.805 -0.027 -0.196
N -0.007 1.095 0.154
H -0.387 -2.328 0.298
H -1.322 0.060 -1.228
H -1.614 -0.038 0.625
H -0.727 2.364 0.126
*
```

Summary:
- molecular weight (g/mol) = 78.09
- <S²> = 2.053
- ΔE to the lowest compared entry with this formula, charge and spin (kJ/mol) = 469.8
- HOMO energy (spin up / spin down) (eV) = -12.850 / -16.575
- orbital gap (spin up / spin down) (eV) = 6.87 / 9.02

Computed, not measured: an isolated molecule of C5H4N2, with ωB97M-V with the def2-TZVPD basis set.

ORCA input file:
```
! RIJCOSX wB97M-V def2-TZVPD def2/J DEFGRID3
* xyz 0 1
C 2.190 0.670 0.241
C 1.314 -0.078 -0.106
C 0.167 -0.878 -0.471
N -0.794 -1.273 0.553
C -1.179 -0.220 -0.379
C -1.223 1.159 0.067
N -1.246 2.256 0.432
H 2.947 1.358 0.547
H 0.310 -1.618 -1.253
H -0.531 -0.885 1.456
H -1.956 -0.491 -1.088
*
```

Summary:
- molecular weight (g/mol) = 92.10
- ΔE to the lowest compared entry with this formula, charge and spin (kJ/mol) = 288.9
- HOMO energy (eV) = -10.063
- orbital gap (eV) = 10.99